This record from the Open Molecules 2025 dataset describes a structure of composition C17H16FeN2O6. The level of theory is wB97M-V/def2-TZVPD.

Each line ends with the Mulliken spin population.
CARTESIAN COORDINATES (ANGSTROEM)
1 C -1.2484 -1.3708 -1.6079  0.081
2 C -0.5583 -0.8761 -0.3667  0.351
3 C 0.7139 -0.3462 -0.5308  0.660
4 Fe 2.5425 -0.0468 -2.6265  1.114
5 C 2.3664 1.7740 -2.4114  -0.046
6 O 2.1679 2.9219 -2.4539  0.011
7 C 0.9919 -0.0669 -3.5396  -0.013
8 O 0.1074 0.3214 -4.1987  -0.005
9 C 4.3306 -0.5256 -1.7802  -0.087
10 C 4.3850 0.0071 -3.1296  0.019
11 C 3.5820 -0.8709 -3.9789  -0.028
12 C 3.0568 -1.9231 -3.1283  -0.053
13 C 3.4990 -1.6845 -1.7922  0.138
14 H -2.1796 -1.9131 -1.3981  -0.011
15 H -1.5579 -0.5338 -2.2601  0.028
16 H -0.5349 -2.0365 -2.1480  0.015
17 H -0.8727 -1.2553 0.6088  0.038
18 H 0.8212 0.5885 -1.1376  0.096
19 H 1.6221 -0.6780 0.0157  -0.001
20 H 4.8764 -0.1361 -0.9188  -0.004
21 H 4.9509 0.8726 -3.4656  0.005
22 H 3.4398 -0.7733 -5.0505  0.000
23 H 2.4640 -2.7720 -3.4575  0.005
24 H 3.3125 -2.3486 -0.9509  0.000
25 C -1.7637 0.9118 0.5465  0.186
26 N -2.7441 1.3946 -0.2932  0.154
27 O -2.4732 1.6403 -1.5120  0.203
28 O -3.9246 1.6285 0.0981  0.171
29 C -2.0340 0.7311 1.9231  0.023
30 C -3.3482 0.8285 2.4665  -0.025
31 C -3.5345 0.7515 3.8448  0.129
32 C -2.4453 0.4469 4.6888  -0.018
33 N -2.6710 0.3164 6.0802  0.230
34 O -1.6843 0.0836 6.8164  0.219
35 O -3.8431 0.4198 6.5136  0.216
36 C -1.1400 0.3535 4.1569  0.119
37 C -0.9458 0.4367 2.7953  -0.004
38 H -0.7560 1.2634 0.2834  0.018
39 H -4.1822 0.9876 1.7806  0.012
40 H -4.5028 0.9632 4.3011  0.030
41 H -0.3246 0.2416 4.8576  0.024
42 H 0.0389 0.2732 2.3596  -0.002

For the HOMO-LUMO gap (alpha / beta), the calculation gives 3.126 / 5.184 eV. As for the charge: -2. The expectation value of S² is 6.06. Its spin multiplicity is 5.


This record from the Open Molecules 2025 dataset describes the molecule C18H20N2O3S. The level of theory is wB97M-V/def2-TZVPD.

Each line ends with the Mulliken charge.
CARTESIAN COORDINATES (ANGSTROEM)
1 O -3.6964 -2.1766 0.7738  -0.655
2 C -3.0183 -1.3592 0.1870  0.503
3 N -3.4584 -0.1546 -0.2675  -0.092
4 C -4.7298 0.4198 -0.1557  0.710
5 C -4.9271 1.6649 -0.7508  -0.493
6 C -6.1578 2.2870 -0.6736  -0.555
7 C -7.2053 1.6766 -0.0035  -0.490
8 C -7.0098 0.4405 0.5884  -0.596
9 C -5.7818 -0.1923 0.5184  -0.465
10 C -1.5755 -1.6224 -0.1269  0.597
11 C -1.1830 -2.9447 -0.3233  -0.540
12 C 0.1314 -3.2582 -0.6228  -0.865
13 C 1.0780 -2.2498 -0.7135  -0.380
14 C 0.6910 -0.9439 -0.4866  -0.013
15 S 1.9049 0.3704 -0.5552  1.147
16 O 2.8672 0.0692 -1.5695  -0.613
17 O 1.1947 1.6200 -0.6333  -0.670
18 N 2.5700 0.2030 0.9781  -0.274
19 C 3.9906 0.4312 1.2075  -0.142
20 C 4.8586 -0.6366 0.5137  -0.678
21 C 5.7660 0.1265 -0.4545  -0.488
22 C 5.9105 1.5025 0.1890  -0.743
23 C 4.4968 1.7891 0.6848  -0.633
24 C -0.6165 -0.6162 -0.1951  -0.662
25 H -2.7955 0.4057 -0.7862  0.112
26 H -4.1101 2.1431 -1.2738  0.328
27 H -6.2987 3.2514 -1.1385  0.369
28 H -8.1671 2.1630 0.0559  0.376
29 H -7.8218 -0.0409 1.1125  0.365
30 H -5.6329 -1.1543 0.9785  0.474
31 H -1.9331 -3.7170 -0.2412  0.454
32 H 0.4173 -4.2859 -0.7864  0.413
33 H 2.1067 -2.4553 -0.9621  0.442
34 H 1.9964 0.7524 1.6011  0.340
35 H 4.1242 0.3676 2.2929  0.535
36 H 4.2293 -1.3537 -0.0067  0.068
37 H 5.4507 -1.1714 1.2570  0.383
38 H 6.7222 -0.3722 -0.6051  0.418
39 H 5.2601 0.2255 -1.4141  0.191
40 H 6.6019 1.4549 1.0332  0.280
41 H 6.2661 2.2581 -0.5091  0.381
42 H 3.8653 2.0928 -0.1515  0.239
43 H 4.4616 2.5660 1.4485  0.428
44 H -0.8426 0.4241 -0.0137  0.496

For the HOMO-LUMO gap, the calculation gives 8.856 eV. For the relative energy (zero: lowest compared OMol25 entry of this formula, charge and spin), the calculation gives 29.91 kcal per mole. As for the SMILES: O=C(Nc1ccccc1)c1cccc(S(=O)(=O)NC2CCCC2)c1. Its spin multiplicity is 1.


This record from the Open Molecules 2025 dataset describes the ion C4H11N2O with charge +1. The level of theory is wB97M-V/def2-TZVPD.

Each line ends with the Mulliken charge.
CARTESIAN COORDINATES (ANGSTROEM)
1 C 0.5881 -0.8502 -0.5522  -0.269
2 C -0.2126 -1.0792 0.7437  -0.631
3 C 1.1466 0.5328 -0.6246  -0.458
4 C -2.1268 0.3340 -0.6823  -0.786
5 N -1.1619 0.9105 0.1223  -0.070
6 N 1.6875 1.0640 0.6149  -0.210
7 O -0.7422 0.1722 1.1713  -0.274
8 H 1.3820 -1.7042 -0.4216  0.323
9 H -0.0873 -1.0767 -1.4936  0.228
10 H -0.9423 -1.8607 0.6874  0.353
11 H 0.5408 -1.3372 1.6315  0.304
12 H 1.6716 0.7989 -1.5830  0.364
13 H -1.6978 0.0074 -1.5875  0.314
14 H -2.4406 -0.5981 -0.2083  0.373
15 H -2.9496 1.0331 -0.8506  0.299
16 H 1.8662 2.0220 0.5503  0.341
17 H 2.5227 0.5482 1.1300  0.392
18 H 0.9559 1.0831 1.3524  0.408

For the HOMO-LUMO gap (alpha / beta), the calculation gives 8.454 / 9.230 eV. As for the charge: +1. For the relative energy (zero: lowest compared OMol25 entry of this formula, charge and spin), the calculation gives 167.38 kcal per mole. Its spin multiplicity is 1.


This record from the Open Molecules 2025 dataset describes a structure of composition C30H32BrN4O3Ru. The level of theory is wB97M-V/def2-TZVPD.

Each line ends with the Mulliken spin population.
CARTESIAN COORDINATES (ANGSTROEM)
1 Ru -0.0075 0.0518 -0.0094  -0.001
2 C -0.7939 3.9675 5.7629  0.000
3 C -0.7819 3.4114 4.3691  -0.095
4 C -1.8129 3.6753 3.4726  0.101
5 C -1.7808 3.1050 2.1918  -0.198
6 C -2.9479 3.3073 1.3088  0.642
7 N -3.0905 2.5743 0.2279  0.216
8 C -4.1173 2.5734 -0.7955  -0.021
9 C -4.5879 1.1485 -1.0404  0.023
10 C -5.5693 0.6117 -0.0093  0.022
11 N -4.9563 0.2939 1.2961  0.005
12 C -4.1924 -0.6847 1.6215  0.000
13 C -3.6579 -1.6812 0.7027  0.015
14 C -4.5030 -2.6386 0.1208  0.004
15 C -3.9643 -3.6125 -0.7101  0.002
16 C -4.8282 -4.6471 -1.3683  -0.001
17 C -2.5763 -3.6469 -0.8678  -0.005
18 C -1.7558 -2.6781 -0.2684  0.002
19 C -0.2987 -2.8837 -0.4044  -0.007
20 N 0.5282 -1.9056 -0.5109  0.002
21 C 1.9471 -2.2406 -0.4321  0.000
22 C 2.4372 -2.0379 0.9964  0.000
23 C 2.6914 -0.5728 1.3816  0.003
24 N 1.4359 0.1785 1.4903  -0.013
25 C 1.4280 1.0985 2.3897  -0.014
26 C 0.2853 2.0057 2.6732  -0.074
27 C 0.2589 2.5717 3.9631  0.235
28 C -0.7142 2.2792 1.7231  0.134
29 O -0.7166 1.8026 0.5236  0.019
30 C -2.2605 -1.6132 0.5188  0.002
31 O -1.5419 -0.6785 1.0425  0.005
32 H -1.6387 4.6449 5.9165  0.002
33 H -0.8775 3.1556 6.4915  -0.004
34 H 0.1241 4.5297 5.9559  -0.004
35 H -2.6445 4.3023 3.7752  -0.003
36 H -3.7187 4.0459 1.5555  0.047
37 H -2.2654 1.9338 0.0721  -0.041
38 H -4.9358 3.2333 -0.4905  0.021
39 H -3.6587 2.9811 -1.7020  -0.003
40 H -5.1192 1.1516 -2.0007  -0.013
41 H -3.7357 0.4751 -1.1759  0.001
42 H -6.3639 1.3364 0.1898  -0.001
43 H -6.0499 -0.2969 -0.3797  -0.002
44 H -5.1256 0.9506 2.0567  -0.016
45 H -3.8397 -0.7100 2.6628  -0.001
46 H -5.5676 -2.6348 0.3285  0.000
47 H -5.8777 -4.3384 -1.3770  0.000
48 H -4.5248 -4.7910 -2.4095  0.000
49 H -4.7508 -5.5998 -0.8375  0.000
50 H -2.1170 -4.4273 -1.4680  0.001
51 H 0.0391 -3.9310 -0.3902  0.000
52 H 2.1353 -3.2781 -0.7379  0.000
53 H 2.5078 -1.6132 -1.1252  0.000
54 H 1.7366 -2.4898 1.7083  0.000
55 H 3.3878 -2.5745 1.0978  0.000
56 H 3.2392 -0.5770 2.3318  -0.001
57 H 3.3376 -0.0942 0.6380  -0.001
58 H 2.3041 1.2497 3.0385  -0.002
59 H 1.0526 2.3264 4.6635  0.015
60 Br 3.1239 5.7279 -2.5949  0.000
61 C 2.2367 4.2175 -1.8779  0.000
62 C 1.0113 4.3742 -1.2536  -0.002
63 C 0.3493 3.2640 -0.7211  -0.016
64 C 0.9333 1.9650 -0.8182  0.010
65 C 2.1716 1.8487 -1.4588  0.004
66 C 2.8192 2.9665 -1.9841  0.000
67 H 0.5554 5.3563 -1.1731  0.001
68 H -0.5979 3.4008 -0.2455  0.002
69 H 2.6303 0.8702 -1.5439  0.000
70 H 3.7799 2.8454 -2.4749  0.000
71 O 1.3136 -0.3226 -1.1013  0.003

For the HOMO-LUMO gap (alpha / beta), the calculation gives 3.969 / 4.810 eV. The expectation value of S² is 0.78. For the relative energy (zero: lowest compared OMol25 entry of this formula, charge and spin), the calculation gives 152.56 kcal per mole. Its spin multiplicity is 2.


This record from the Open Molecules 2025 dataset describes the molecule H2N2O3. The level of theory is wB97M-V/def2-TZVPD.

Each line ends with the Mulliken charge.
CARTESIAN COORDINATES (ANGSTROEM)
1 O 2.0858 -1.4087 -0.0945  -0.602
2 N 0.9017 -1.3486 -0.1871  1.159
3 O 0.0007 -2.1526 -0.4108  -0.610
4 N 0.4626 -0.0309 0.1433  -0.271
5 O -0.8690 0.4386 0.1074  -0.337
6 H 1.3022 0.5851 0.2100  0.291
7 H -1.2905 -0.2923 0.6048  0.371

For the HOMO-LUMO gap, the calculation gives 10.847 eV. For the relative energy (zero: lowest compared OMol25 entry of this formula, charge and spin), the calculation gives 17.26 kcal per mole. As for the SMILES: O=[N+]([O-])NO. Its spin multiplicity is 1.